104
Properties=species:S:1:pos:R:3 method="wB97M-V/def2-TZVPD" homo_energy_ev=-10.205 e_tot_ev=-169912.3401
C -2.395 3.493 2.068
O -1.885 2.778 3.180
C -1.217 1.653 2.917
O -1.128 1.118 1.853
O -0.551 1.231 3.978
C -0.686 1.940 5.205
H -2.757 2.791 1.317
H -1.639 4.142 1.631
H -3.257 4.105 2.328
H -0.292 1.382 6.045
H -1.747 2.125 5.402
H -0.267 2.944 5.139
C 7.764 -0.716 -6.114
O 6.646 -0.129 -5.470
C 5.518 -0.823 -5.495
O 5.366 -1.861 -6.089
O 4.593 -0.174 -4.807
C 3.318 -0.791 -4.771
H 7.571 -0.709 -7.192
H 8.006 -1.727 -5.803
H 8.603 -0.034 -5.998
H 2.795 -0.737 -5.728
H 2.696 -0.264 -4.058
H 3.379 -1.843 -4.500
C 2.582 -2.413 4.019
O 2.331 -2.516 5.424
C 2.599 -3.661 6.014
O 3.025 -4.658 5.493
O 2.326 -3.524 7.322
C 2.306 -4.725 8.059
H 1.795 -2.944 3.480
H 3.520 -2.860 3.688
H 2.530 -1.347 3.837
H 1.749 -5.512 7.550
H 1.876 -4.591 9.048
H 3.325 -5.086 8.221
C -6.308 0.149 -3.456
O -5.151 -0.650 -3.373
C -4.604 -0.902 -2.196
O -5.100 -0.646 -1.123
O -3.432 -1.474 -2.384
C -2.735 -1.956 -1.247
H -6.868 -0.143 -4.343
H -6.044 1.203 -3.568
H -7.000 0.040 -2.621
H -3.321 -2.672 -0.675
H -2.508 -1.122 -0.576
H -1.748 -2.306 -1.528
C -6.216 4.314 -1.905
O -4.932 3.982 -1.414
C -4.545 2.715 -1.452
O -5.262 1.787 -1.748
O -3.295 2.629 -1.095
C -2.623 1.390 -1.050
H -6.600 5.209 -1.419
H -6.921 3.514 -1.682
H -6.139 4.517 -2.971
H -3.233 0.591 -0.628
H -1.714 1.529 -0.479
H -2.315 1.086 -2.055
C -3.489 -1.119 2.842
O -2.566 -1.440 3.871
C -1.393 -1.947 3.498
O -1.082 -2.248 2.389
O -0.583 -2.140 4.529
C -0.989 -1.694 5.809
H -3.927 -1.983 2.332
H -3.015 -0.522 2.068
H -4.351 -0.679 3.335
H -1.856 -2.233 6.195
H -1.294 -0.646 5.768
H -0.162 -1.758 6.509
C 2.695 2.619 -3.432
O 2.166 2.871 -4.720
C 0.879 2.751 -4.906
O 0.073 2.288 -4.140
O 0.603 3.198 -6.146
C -0.769 3.271 -6.511
H 2.181 1.779 -2.972
H 2.662 3.476 -2.761
H 3.748 2.358 -3.523
H -0.743 3.520 -7.569
H -1.317 4.035 -5.964
H -1.258 2.304 -6.399
C 5.388 -0.292 2.264
Cl 4.076 0.820 2.749
Cl 6.115 -1.058 3.698
H 4.923 -1.044 1.638
H 6.152 0.251 1.723
C 1.580 2.844 1.006
Cl 0.377 3.115 -0.229
Cl 1.365 3.877 2.438
H 1.571 1.814 1.350
H 2.556 3.047 0.578
C 0.772 -0.993 -0.067
Cl 2.156 -1.537 0.886
Cl 1.215 -0.566 -1.737
H 0.094 -1.837 -0.115
H 0.290 -0.111 0.340
C 1.063 -4.721 -1.913
Cl -0.232 -4.626 -0.694
Cl 2.568 -4.014 -1.272
H 1.251 -5.746 -2.203
H 0.721 -4.123 -2.749

***

88
Properties=species:S:1:pos:R:3 method="wB97M-V/def2-TZVPD" s2=6.018 homo_energy_ev="-5.778 / -9.109" e_tot_ev=-101966.9901 spin_multiplicity=5
Pt -0.854 0.049 -0.060
C 1.890 -0.126 -2.075
C 1.093 -1.277 -1.976
C -0.289 -0.857 -2.183
Si 1.754 -2.919 -1.387
C -0.283 0.585 -2.322
C 1.104 1.027 -2.206
Si 1.798 2.731 -1.903
H 2.974 -0.124 -2.087
H -1.102 -1.502 -2.497
H -1.091 1.168 -2.754
Cl -3.402 0.589 2.621
C 3.653 2.756 -1.716
C 1.302 3.870 -3.291
C 3.599 -2.852 -1.125
C 1.310 -4.271 -2.583
H 1.885 3.587 -4.179
H 1.543 4.912 -3.040
H 0.237 3.807 -3.541
H 3.991 2.095 -0.904
H 3.983 3.778 -1.484
H 4.127 2.438 -2.657
H 1.820 -4.076 -3.535
H 0.236 -4.342 -2.784
H 1.657 -5.240 -2.205
H 4.113 -2.713 -2.086
H 3.938 -3.800 -0.684
H 3.883 -2.027 -0.455
C 0.973 3.127 -0.246
C 0.912 -3.058 0.296
P -0.688 2.425 0.071
H 0.927 4.222 -0.162
H 1.637 2.787 0.570
P -0.751 -2.309 0.489
H 1.553 -2.556 1.035
H 0.909 -4.125 0.557
C -1.182 -2.791 2.230
C -1.789 -3.433 -0.626
C -1.725 3.404 -1.165
C -1.089 3.092 1.761
C -0.716 2.085 2.839
H -2.189 3.161 1.731
C -0.426 4.418 2.116
H 0.654 4.260 2.236
H -0.846 4.737 3.079
H -0.608 5.214 1.392
H -1.310 1.166 2.660
H -1.054 2.470 3.812
H 0.366 1.873 2.834
H -1.263 3.121 -2.123
C -1.600 4.925 -0.984
C -3.209 3.027 -1.220
H -0.577 5.307 -1.086
H -2.002 5.232 -0.010
H -2.205 5.413 -1.762
H -3.379 2.054 -1.695
H -3.742 3.783 -1.815
H -3.659 3.020 -0.219
H -1.318 -3.285 -1.609
C -3.264 -3.033 -0.728
C -1.714 -4.924 -0.268
H -0.706 -5.354 -0.326
H -2.344 -5.479 -0.977
H -2.124 -5.098 0.734
H -3.415 -2.117 -1.307
H -3.710 -2.907 0.267
H -3.823 -3.833 -1.235
C -0.866 -1.675 3.217
C -0.547 -4.104 2.719
H -2.278 -2.899 2.193
H 0.537 -3.970 2.837
H -0.723 -4.957 2.056
H -0.973 -4.366 3.700
H 0.191 -1.385 3.171
H -1.118 -2.008 4.232
H -1.502 -0.802 3.001
C -2.914 0.027 -0.092
H -3.079 -0.063 -1.174
H -3.318 -0.841 0.451
H -3.315 0.985 0.264
F 4.908 -0.061 2.935
C 3.674 -0.579 2.771
F 3.800 -1.894 2.421
F 3.021 -0.522 3.957
S 2.681 0.341 1.491
O 2.551 1.695 2.016
O 3.494 0.187 0.290
O 1.401 -0.394 1.497

***

83
Properties=species:S:1:pos:R:3 method="wB97M-V/def2-TZVPD" homo_energy_ev=-5.884 e_tot_ev=-48848.1765
C -0.181 2.710 5.807
C 0.251 1.230 5.634
C 1.803 1.206 5.534
O 2.251 0.228 4.601
Nb 3.206 0.864 2.956
C 4.205 1.578 1.042
C 3.506 2.834 0.495
C 4.160 3.348 -0.812
F 3.536 3.903 1.388
C 1.970 -0.512 1.638
C 0.756 0.303 1.138
C -0.587 -0.420 1.234
O -0.176 0.682 2.113
P 4.822 2.459 4.262
N 4.203 3.909 4.571
C 4.764 -0.765 3.342
C 4.308 -2.105 3.400
C 5.266 -3.062 3.690
C 6.593 -2.774 3.928
N 7.055 -1.527 3.840
C 6.136 -0.607 3.558
H -1.265 2.810 5.909
H 0.351 3.105 6.684
H 0.210 3.279 4.953
H -0.061 0.694 6.541
H -0.204 0.758 4.759
H 2.203 0.920 6.519
H 2.119 2.235 5.321
H 1.975 2.215 2.844
H 5.252 1.853 1.236
H 4.148 0.840 0.229
H 2.449 2.646 0.249
H 3.844 2.730 -1.661
H 5.247 3.328 -0.684
H 3.809 4.373 -0.990
H 1.543 -1.380 2.155
H 2.504 -0.798 0.719
H 0.913 0.947 0.267
H -1.433 -0.038 0.661
H -0.570 -1.374 1.752
H 5.162 1.747 5.455
H 6.050 2.612 3.550
H 3.272 3.917 4.161
H 3.266 -2.357 3.236
H 4.961 -4.111 3.746
H 7.312 -3.553 4.182
H 6.529 0.414 3.501
C -0.814 0.014 -3.860
C -1.638 -0.012 -2.574
C -2.478 -1.278 -2.373
C -3.283 -1.835 -3.541
N -4.488 -1.090 -4.088
C -5.748 -1.375 -3.293
C -5.688 -0.424 -2.113
C -5.009 0.835 -2.664
C -4.414 0.425 -4.013
C -4.680 -1.470 -5.548
C -5.031 -2.924 -5.849
C -3.927 -3.977 -5.721
H -1.419 -0.164 -4.753
H -0.347 0.991 -3.981
H -0.023 -0.738 -3.831
H -2.261 0.882 -2.523
H -0.958 0.075 -1.725
H -3.094 -1.173 -1.479
H -1.770 -2.074 -2.122
H -3.670 -2.799 -3.223
H -2.612 -2.012 -4.378
H -6.594 -1.134 -3.939
H -5.783 -2.425 -3.013
H -5.102 -0.853 -1.302
H -6.674 -0.217 -1.702
H -4.261 1.212 -1.969
H -5.727 1.640 -2.808
H -3.404 0.765 -4.219
H -5.052 0.815 -4.804
H -3.772 -1.163 -6.070
H -5.499 -0.849 -5.909
H -5.345 -2.935 -6.895
H -5.904 -3.234 -5.271
H -2.992 -3.633 -6.165
H -4.228 -4.885 -6.244
H -3.745 -4.274 -4.691

***

98
Properties=species:S:1:pos:R:3 method="wB97M-V/def2-TZVPD" homo_energy_ev=-11.181 e_tot_ev=-72303.0038 total_charge=+1
Cd -0.714 1.392 -3.221
C -0.313 0.052 -0.148
O -0.372 0.126 -1.524
H -1.129 0.616 0.303
H -0.357 -0.990 0.171
H 0.618 0.435 0.268
C -5.155 1.073 -2.768
C -3.806 1.183 -2.130
O -2.789 1.321 -2.757
N -3.735 1.050 -0.801
C -4.870 0.741 0.154
H -5.260 1.632 -3.698
H -5.957 1.423 -2.117
H -5.343 0.032 -3.030
H -2.801 0.936 -0.435
H -4.585 0.525 1.183
H -5.493 -0.074 -0.215
H -5.579 1.569 0.146
C -2.072 1.912 2.662
C -2.304 1.378 4.040
O -2.457 2.172 4.911
N -2.322 0.039 4.311
C -1.991 -1.084 3.468
H -2.394 1.148 1.955
H -0.992 2.056 2.657
H -2.561 2.865 2.462
H -2.853 -0.119 5.156
H -2.419 -1.931 4.004
H -0.950 -1.390 3.563
H -2.316 -0.900 2.443
C 2.295 0.929 2.812
C 2.883 1.982 3.594
O 2.998 3.067 3.068
N 3.262 1.679 4.822
C 3.821 2.699 5.672
H 1.226 1.141 2.815
H 2.427 -0.097 3.158
H 2.468 1.061 1.744
H 3.262 0.721 5.142
H 4.587 2.225 6.286
H 3.044 3.138 6.297
H 4.300 3.627 5.359
C 1.916 -6.317 -1.845
C 2.437 -4.893 -2.033
O 3.573 -4.575 -1.613
N 1.682 -4.079 -2.709
C 1.930 -2.611 -2.772
H 1.229 -6.694 -2.602
H 1.261 -6.353 -0.975
H 2.700 -7.052 -1.661
H 1.135 -4.487 -3.454
H 2.882 -2.267 -2.368
H 1.079 -2.063 -2.366
H 1.735 -2.404 -3.824
C -0.510 5.385 -1.734
C -0.378 3.971 -1.359
O -0.703 3.057 -2.075
N 0.140 3.601 -0.201
C 0.669 4.527 0.847
H -0.754 5.624 -2.769
H 0.435 5.911 -1.599
H -1.278 5.841 -1.110
H 0.364 2.618 -0.155
H 0.678 5.598 0.644
H 1.722 4.353 1.069
H 0.085 4.409 1.760
C 3.088 1.478 -5.053
C 2.544 1.691 -3.594
O 1.324 1.721 -3.310
N 3.442 1.914 -2.664
C 3.297 2.361 -1.292
H 2.677 0.649 -5.630
H 4.166 1.366 -4.938
H 2.844 2.369 -5.631
H 4.376 1.891 -3.047
H 2.319 2.053 -0.924
H 3.326 3.449 -1.243
H 4.064 1.849 -0.711
C 0.678 -3.496 1.503
C 2.131 -3.619 1.892
O 2.040 -4.174 3.166
C 0.753 -4.277 3.591
O 0.485 -4.618 4.750
O -0.076 -3.853 2.730
F 2.687 -2.393 2.044
H 0.471 -4.160 0.664
H 0.493 -2.487 1.136
H 2.713 -4.172 1.155
C -1.863 -2.992 -2.548
C -3.145 -2.130 -2.789
O -3.729 -2.277 -1.539
C -3.244 -3.287 -0.824
O -3.641 -3.766 0.238
O -2.191 -3.830 -1.448
F -3.939 -2.754 -3.675
H -0.977 -2.397 -2.326
H -1.535 -3.465 -3.474
H -2.913 -1.105 -3.081